[1]
Formula: C23H29N3O6S
Source: OMol25
Level of theory: ωB97M-V with the def2-TZVPD basis set

The geometry in XYZ format:
```
62
Properties=species:S:1:pos:R:3:lowdin_charge:R:1
C -1.62 -4.86 0.73 -0.0818
C -0.59 -3.86 1.22 -0.2572
N 0.14 -3.31 0.09 0.0333
C 1.06 -2.32 0.20 -0.2109
C 1.66 -1.98 1.42 0.0060
C 2.60 -0.97 1.48 0.0040
C 2.99 -0.28 0.34 -0.1199
C 3.94 0.84 0.35 -0.4528
O 4.18 1.54 -0.61 0.0962
O 4.50 1.02 1.56 -0.0101
C 5.45 2.09 1.67 -0.2180
C 6.83 1.66 1.21 -0.0615
C 2.41 -0.62 -0.88 0.0564
C 1.46 -1.62 -0.96 -0.1869
N 0.79 -1.86 -2.20 0.1387
C 0.03 -0.92 -2.81 -0.4441
O -0.40 -1.05 -3.93 0.0862
C -0.29 0.23 -1.89 -0.0914
C -1.02 -0.07 -0.74 -0.0175
C -1.26 0.91 0.20 -0.2563
S -2.14 0.46 1.69 0.6773
O -1.75 1.34 2.74 -0.2713
O -1.98 -0.96 1.87 -0.2901
N -3.76 0.71 1.43 -0.2319
C -4.46 -0.18 0.53 -0.1553
C -4.58 0.43 -0.87 -0.1765
O -5.15 1.72 -0.81 -0.1226
C -4.38 2.59 -0.01 -0.1783
C -4.25 2.07 1.42 -0.1551
C -0.79 2.20 0.01 -0.0505
C -0.10 2.50 -1.15 -0.0049
C 0.16 1.53 -2.11 -0.1957
C 0.96 1.88 -3.32 -0.0140
H -2.36 -4.37 0.10 0.0714
H -1.14 -5.66 0.17 0.0757
H -2.14 -5.30 1.58 0.0748
H -1.08 -3.05 1.78 0.0932
H 0.12 -4.36 1.88 0.1169
H -0.37 -3.34 -0.78 0.1216
H 1.36 -2.48 2.32 0.1076
H 3.04 -0.70 2.43 0.1202
H 5.45 2.35 2.73 0.1230
H 5.10 2.94 1.08 0.1207
H 7.54 2.47 1.37 0.0763
H 7.16 0.78 1.76 0.0773
H 6.81 1.41 0.15 0.0746
H 2.70 -0.09 -1.77 0.1290
H 1.06 -2.67 -2.75 0.1652
H -1.40 -1.06 -0.55 0.1211
H -5.47 -0.35 0.94 0.1349
H -3.92 -1.12 0.52 0.1131
H -3.59 0.49 -1.34 0.1170
H -5.25 -0.16 -1.49 0.1309
H -3.38 2.71 -0.46 0.1139
H -4.89 3.55 -0.03 0.1302
H -5.24 2.08 1.90 0.1347
H -3.56 2.67 2.01 0.1168
H -0.96 2.94 0.78 0.1192
H 0.26 3.51 -1.31 0.1217
H 2.02 1.92 -3.06 0.0885
H 0.68 2.86 -3.69 0.0884
H 0.82 1.15 -4.11 0.0785
```

Properties
HOMO level (Eh): -0.299
Lowest unoccupied orbital energy (eV): 0.451
Net charge: 0
Energy above the lowest of the compared OMol25 structures with the same formula, charge and spin (kJ/mol): 79.3
Strongest force on any atom (Eh/bohr): 0.021

[2]
Formula: C3H4S3
Source: OMol25
Level of theory: ωB97M-V with the def2-TZVPD basis set

The geometry in XYZ format:
```
10
Properties=species:S:1:pos:R:3:lowdin_charge:R:1
C 1.29 -0.42 1.48 -1.4210
C -0.63 0.49 0.21 -0.8235
C -0.55 0.15 -1.24 -0.2150
S 2.55 -1.36 1.80 0.6180
S 1.01 1.14 0.83 0.8403
S -0.54 -1.13 1.21 0.7189
H -1.58 0.92 0.64 0.0770
H 0.16 -0.62 -1.28 0.0440
H -0.36 1.07 -1.84 0.0905
H -1.36 -0.24 -1.82 0.0708
```

Properties
HOMO level (Eh): -0.325
Lowest unoccupied orbital energy (eV): -0.344
Net charge: 0
Energy above the lowest of the compared OMol25 structures with the same formula, charge and spin (kJ/mol): 147.3
Strongest force on any atom (Eh/bohr): 0.064

[3]
Formula: C11H11P
Source: OMol25
Level of theory: ωB97M-V with the def2-TZVPD basis set

The geometry in XYZ format:
```
23
Properties=species:S:1:pos:R:3:lowdin_charge:R:1
C -1.68 -0.19 -1.15 -0.0562
C -1.20 -1.47 -0.86 -0.0575
C 0.12 1.26 -0.48 0.0066
C -1.18 0.97 -0.49 -0.3163
C -0.04 -1.89 -0.10 -0.3278
C 1.10 -1.18 -0.27 -0.3628
C 1.09 2.15 -0.33 -0.0814
C 2.32 1.96 0.52 -0.1606
C 2.94 0.79 0.66 -0.3468
C -2.13 1.93 0.20 -0.0228
C -0.04 -3.26 0.63 -0.0615
P 2.66 -0.79 -0.27 0.9323
H -2.71 -0.08 -1.48 0.1041
H -1.98 -2.18 -1.18 0.1076
H 1.21 2.94 -1.05 0.0989
H 2.72 2.75 1.03 0.0621
H 3.87 0.93 1.10 0.0204
H -1.88 2.86 -0.11 0.0357
H -3.11 1.66 -0.18 0.0729
H -2.06 1.88 1.34 0.1222
H -1.01 -3.78 0.62 0.0684
H 0.59 -4.05 0.19 0.0686
H 0.39 -3.21 1.67 0.0939
```

Properties
HOMO level (Eh): -0.301
Lowest unoccupied orbital energy (eV): 0.245
Net charge: 0
Energy above the lowest of the compared OMol25 structures with the same formula, charge and spin (kJ/mol): 342.3
Strongest force on any atom (Eh/bohr): 0.080

[4]
Formula: C21H57FO27P6
Source: OMol25
Level of theory: ωB97M-V with the def2-TZVPD basis set

The geometry in XYZ format:
```
112
Properties=species:S:1:pos:R:3:lowdin_charge:R:1
O 3.93 -0.41 -0.13 0.1333
C 2.87 -0.99 -0.31 -0.5380
O 2.61 -2.19 0.19 0.0968
C 1.41 -2.65 -0.40 -0.0444
C 0.92 -1.47 -1.18 -0.3065
F -0.13 -0.85 -0.52 0.0296
O 1.99 -0.64 -1.22 0.1675
H 1.64 -3.46 -1.05 0.1254
H 0.73 -2.95 0.37 0.1237
H 0.44 -1.67 -2.13 0.1517
C -3.03 0.99 3.87 -0.0735
O -3.81 1.91 3.05 -0.2370
P -3.39 2.80 1.78 0.3588
O -4.56 3.29 1.02 -0.2302
O -2.43 3.88 2.40 -0.2141
C -2.82 4.92 3.28 -0.1007
O -2.46 1.84 0.94 -0.2172
C -2.67 1.57 -0.45 -0.0855
H -3.46 0.99 4.88 0.0965
H -2.00 1.33 3.97 0.0819
H -3.09 -0.01 3.47 0.0585
H -1.96 5.59 3.35 0.0826
H -3.10 4.68 4.34 0.1020
H -3.66 5.48 2.86 0.0912
H -3.58 0.97 -0.64 0.0914
H -1.76 0.96 -0.65 0.0750
H -2.66 2.48 -1.08 0.0928
C 3.18 -4.26 -7.26 -0.0884
O 2.40 -4.22 -6.06 -0.2017
P 2.75 -3.22 -4.90 0.3232
O 1.85 -3.17 -3.77 -0.1953
O 2.85 -1.85 -5.70 -0.2077
C 1.72 -1.01 -5.93 -0.0731
O 4.22 -3.60 -4.59 -0.2032
C 4.53 -4.06 -3.27 -0.0682
H 4.24 -4.01 -7.15 0.0907
H 2.65 -3.66 -7.96 0.0782
H 3.23 -5.28 -7.65 0.0916
H 1.21 -1.34 -6.84 0.0953
H 2.16 -0.07 -6.16 0.0818
H 1.01 -0.95 -5.11 0.0622
H 4.21 -5.08 -3.12 0.0958
H 3.98 -3.39 -2.61 0.0655
H 5.60 -3.82 -3.09 0.1073
C 5.44 3.27 5.84 -0.0501
O 5.25 4.16 4.69 -0.2106
P 4.41 3.61 3.48 0.2949
O 3.19 2.84 3.82 -0.2423
O 5.41 2.69 2.74 -0.1913
C 4.91 1.92 1.64 -0.0922
O 4.08 4.88 2.62 -0.2110
C 3.03 5.80 2.96 -0.0812
H 5.28 2.27 5.44 0.0793
H 4.79 3.50 6.68 0.0872
H 6.46 3.51 6.15 0.0911
H 4.65 2.51 0.69 0.1183
H 3.96 1.49 2.00 0.0593
H 5.55 1.07 1.47 0.0816
H 2.35 5.79 2.10 0.0908
H 3.46 6.81 3.02 0.0885
H 2.46 5.53 3.88 0.0988
C -0.58 2.63 -6.06 -0.0625
O 0.03 1.65 -5.15 -0.2421
P -0.84 1.12 -3.91 0.2994
O -1.96 2.03 -3.67 -0.2309
O 0.25 1.07 -2.83 -0.2252
C 0.91 2.24 -2.46 -0.0972
O -1.24 -0.37 -4.14 -0.2240
C -2.45 -1.02 -3.57 -0.0313
H 0.16 3.47 -6.12 0.0968
H -1.47 3.06 -5.60 0.0754
H -0.69 2.17 -7.02 0.0769
H 2.01 2.11 -2.37 0.0976
H 0.48 2.63 -1.48 0.1160
H 0.68 3.01 -3.27 0.1024
H -3.31 -0.44 -3.90 0.0890
H -2.36 -1.02 -2.50 0.0512
H -2.46 -2.03 -3.98 0.0950
C 1.85 -3.27 3.38 -0.1100
O 1.76 -1.92 3.74 -0.1811
P 0.31 -1.30 3.84 0.2673
O -0.39 -1.51 2.62 -0.2049
O -0.28 -2.01 5.13 -0.1877
C -1.73 -1.84 5.34 -0.0420
O 0.56 0.20 4.13 -0.1718
C 0.79 0.95 2.91 -0.0750
H 0.86 -3.68 3.15 0.0854
H 2.28 -3.89 4.21 0.1041
H 2.47 -3.36 2.54 0.0608
H -2.25 -1.96 4.40 0.0657
H -1.92 -0.85 5.72 0.0760
H -2.03 -2.59 6.07 0.0914
H 1.78 0.89 2.45 0.0765
H 0.76 1.99 3.25 0.0850
H -0.04 0.83 2.21 0.0726
C -5.55 -0.46 1.68 -0.0848
O -4.75 -0.80 0.59 -0.2277
P -4.77 -2.21 -0.16 0.3181
O -4.15 -2.14 -1.52 -0.2339
O -3.93 -3.15 0.75 -0.2030
C -2.47 -2.91 0.81 -0.0609
O -6.23 -2.60 -0.06 -0.2035
C -7.11 -2.50 -1.18 -0.0617
H -5.73 0.62 1.67 0.0939
H -4.94 -0.69 2.58 0.0865
H -6.46 -1.05 1.68 0.0820
H -2.03 -3.47 -0.04 0.0914
H -2.01 -3.28 1.73 0.0770
H -2.21 -1.87 0.63 0.0632
H -6.93 -3.36 -1.83 0.0914
H -7.00 -1.53 -1.70 0.1069
H -8.11 -2.64 -0.78 0.0893
```

Properties
HOMO level (Eh): -0.375
Lowest unoccupied orbital energy (eV): 0.639
Net charge: 0
Energy above the lowest of the compared OMol25 structures with the same formula, charge and spin (kJ/mol): 0.0
Strongest force on any atom (Eh/bohr): 0.085

[5]
Formula: H4IO7P3SZr
Source: OMol25
Level of theory: ωB97M-V with the def2-TZVPD basis set

The geometry in XYZ format:
```
17
Properties=species:S:1:pos:R:3:lowdin_charge:R:1
O 1.19 -1.61 1.44 -0.3088
P 0.96 -0.74 0.22 0.1613
O 2.23 -1.03 -0.71 -0.1311
O -0.24 -1.34 -0.53 -0.4231
P -1.60 -2.18 0.46 0.5344
O -2.54 -2.59 -0.70 -0.2190
I -2.70 -0.72 1.96 0.9464
O 0.87 0.77 0.55 -0.2170
P 0.39 2.12 -0.33 0.2173
O -1.13 1.82 -0.47 -0.1102
O 0.74 3.32 0.56 -0.0202
S 1.23 2.25 -2.11 0.8116
H 3.05 -0.79 -0.21 0.1717
H -3.11 -1.96 -1.18 0.1500
H -1.70 2.62 -0.52 0.1680
H 0.72 3.29 1.54 0.1715
Zr 1.66 -3.23 0.02 2.0972
```

Properties
HOMO level (Eh): -0.826
Lowest unoccupied orbital energy (eV): -20.039
Net charge: +4
Strongest force on any atom (Eh/bohr): 0.058

[6]
Formula: C30H46Cl3N5O3
Source: OMol25
Level of theory: ωB97M-V with the def2-TZVPD basis set

The geometry in XYZ format:
```
87
Properties=species:S:1:pos:R:3:lowdin_charge:R:1
C 4.09 -1.94 -2.87 -0.0926
C 3.50 -2.45 -4.17 -0.2790
C 2.42 -1.55 -4.72 -0.5958
Cl 3.21 -0.05 -5.33 0.7011
C 1.26 -1.22 -3.85 -0.0770
C 0.33 -2.07 -3.38 -0.0929
C 0.36 -3.56 -3.45 -0.6222
Cl 1.05 -4.21 -1.92 0.7106
C -0.98 -4.23 -3.70 -0.7314
C -1.93 -4.31 -2.54 -0.1480
Cl -0.62 -5.92 -4.21 0.6242
C -0.82 -1.24 -2.97 -0.3244
O -2.03 -1.47 -3.09 0.1341
O -0.33 0.01 -2.68 0.1371
C 0.91 0.13 -3.32 -0.3246
O 1.59 1.17 -3.24 0.0885
H 3.38 -1.97 -2.07 0.0439
H 4.47 -0.94 -3.00 0.0631
H 4.89 -2.59 -2.58 0.0795
H 4.29 -2.48 -4.91 0.1031
H 3.15 -3.46 -4.04 0.0967
H 1.99 -1.97 -5.62 0.1138
H 1.05 -3.86 -4.22 0.0759
H -1.43 -3.78 -4.57 0.1064
H -2.15 -3.34 -2.14 0.0602
H -2.86 -4.73 -2.89 0.0824
H -1.52 -4.97 -1.79 0.0496
C 1.16 -2.29 3.66 -0.1153
C 0.44 -3.37 2.86 -0.2554
C 1.42 -4.35 2.21 -0.1894
C 2.30 -3.65 1.27 -0.2580
N 2.98 -3.10 0.53 0.1465
H 1.79 -1.67 3.01 0.0736
H 0.43 -1.63 4.13 0.0712
H 1.78 -2.74 4.43 0.0163
H -0.19 -2.91 2.09 0.1083
H -0.22 -3.93 3.52 0.1085
H 0.88 -5.12 1.66 0.1131
H 2.04 -4.83 2.96 0.1137
C -0.86 3.23 -4.61 -0.1054
C -0.05 3.56 -5.86 -0.2520
C -0.82 4.43 -6.86 -0.1925
C -2.04 3.76 -7.31 -0.2419
N -3.01 3.23 -7.66 0.1406
H -1.75 2.66 -4.85 0.0724
H -0.27 2.65 -3.91 0.0466
H -1.17 4.15 -4.10 0.0748
H 0.25 2.63 -6.34 0.1110
H 0.86 4.08 -5.57 0.1118
H -0.21 4.65 -7.73 0.1167
H -1.11 5.37 -6.40 0.1196
C -5.07 4.60 -1.87 -0.1087
C -4.14 3.53 -2.44 -0.2639
C -4.24 2.21 -1.67 -0.1764
C -3.90 2.42 -0.27 -0.2175
N -3.68 2.58 0.86 0.1630
H -4.81 4.85 -0.84 0.0687
H -4.99 5.52 -2.46 0.0721
H -6.11 4.27 -1.90 0.0780
H -3.11 3.90 -2.41 0.0994
H -4.38 3.36 -3.49 0.1096
H -3.58 1.46 -2.09 0.1119
H -5.26 1.82 -1.72 0.1240
C -0.95 5.03 5.63 -0.1145
C -0.87 4.58 4.18 -0.2626
C -2.09 3.75 3.74 -0.2057
C -2.23 2.55 4.55 -0.2441
N -2.34 1.61 5.22 0.1364
H -0.97 4.18 6.31 0.0686
H -0.08 5.64 5.89 0.0690
H -1.84 5.63 5.81 0.0751
H 0.04 3.98 4.03 0.1100
H -0.79 5.45 3.53 0.1052
H -2.00 3.46 2.69 0.0821
H -3.00 4.34 3.84 0.1203
C 2.80 -1.03 8.11 -0.1042
C 2.89 -2.37 8.83 -0.2581
C 3.89 -3.33 8.17 -0.1872
C 3.51 -3.63 6.80 -0.2061
N 3.17 -3.86 5.72 0.1623
H 2.44 -1.15 7.08 0.0673
H 2.10 -0.37 8.62 0.0741
H 3.77 -0.54 8.07 0.0776
H 1.90 -2.84 8.85 0.1117
H 3.19 -2.21 9.86 0.1068
H 3.93 -4.28 8.72 0.1181
H 4.89 -2.90 8.17 0.1212
```

Properties
HOMO level (Eh): -0.392
Lowest unoccupied orbital energy (eV): -1.536
Net charge: 0
Energy above the lowest of the compared OMol25 structures with the same formula, charge and spin (kJ/mol): 8.2
Strongest force on any atom (Eh/bohr): 0.094